No. 1
{"formula": "C3H9NO", "method": "the ωB97M-V functional and the def2-TZVPD basis", "species": ["C", "N", "H", "H", "H", "C", "C", "O", "H", "H", "H", "H", "H", "H"], "positions_angstrom": [[-2.4358, 0.6219, -0.2767], [-2.5179, -0.6290, -0.1360], [-1.7563, 1.1065, -0.9550], [-3.0197, 1.2585, 0.3871], [-3.2001, -0.8283, 0.5953], [2.0976, -0.4353, -0.5268], [0.9453, -0.4016, 0.4665], [0.3381, 0.8980, 0.6483], [1.8179, 0.0555, -1.4640], [2.2889, -1.4700, -0.7944], [2.9653, 0.1180, -0.1688], [0.1564, -1.0368, 0.0657], [1.2123, -0.7654, 1.4623], [1.1079, 1.5079, 0.6965]], "atomic_forces_ev_per_a": [[-0.440, 0.012, 0.984], [0.115, -0.245, -0.390], [0.214, -0.116, -0.387], [-0.007, 0.466, -0.193], [0.072, -0.172, -0.043], [-0.520, 0.629, -0.104], [-0.665, 0.125, -0.125], [1.538, 0.307, -0.305], [-0.256, -0.006, 0.094], [0.512, -0.082, 0.218], [0.286, -0.393, 0.131], [-0.159, 0.002, 0.205], [0.256, -0.216, -0.154], [-0.946, -0.311, 0.069]], "smiles": "C=N.CCO", "gap_ev": 10.86, "lumo_ev": 1.002, "charge": 0, "total_energy_ev": -6793.2349, "e_above_lowest_kj_mol": 175.7}

---

No. 2
{"formula": "CClNO3S", "method": "the ωB97M-V functional and the def2-TZVPD basis", "species": ["C", "N", "O", "O", "O", "S", "Cl"], "positions_angstrom": [[0.4877, 0.7628, 0.6805], [-0.2023, 0.1193, -1.3970], [1.6205, 0.8256, 0.6103], [0.3200, -1.7526, 0.1964], [-1.8277, -0.5295, 0.4403], [-0.4896, -0.6740, -0.1081], [-1.0182, 1.6024, -1.3521]], "atomic_forces_ev_per_a": [[3.242, 0.679, 0.967], [0.439, -0.647, -0.913], [-0.912, 1.004, 0.740], [1.789, -2.045, 0.222], [2.017, -0.673, -0.422], [-6.489, 1.615, -0.393], [-0.087, 0.067, -0.201]], "gap_ev": [8.56, 8.56], "lumo_ev": [-2.060, -2.060], "charge": 0, "total_energy_ev": -32022.4317, "e_above_lowest_kj_mol": 0.0}

---

No. 3
{"formula": "C8H25NO3PS3", "method": "the ωB97M-V functional and the def2-TZVPD basis", "species": ["C", "C", "C", "O", "C", "S", "P", "N", "H", "H", "H", "H", "H", "H", "H", "H", "H", "H", "H", "H", "H", "C", "S", "O", "C", "H", "H", "H", "H", "H", "H", "C", "S", "O", "C", "H", "H", "H", "H", "H", "H"], "positions_angstrom": [[2.9636, 1.4030, -1.8917], [3.5864, 0.2379, -2.6572], [2.5823, -0.4867, -3.5710], [2.5054, -1.9039, -3.3431], [1.7949, -2.2509, -2.2140], [2.9138, -3.3310, -1.1965], [3.0501, -2.5500, 0.8343], [3.3335, -1.0297, 1.0101], [3.5279, 1.6042, -0.9900], [1.9611, 1.1502, -1.5717], [2.9470, 2.3027, -2.4828], [3.9898, -0.5039, -1.9779], [4.4122, 0.5937, -3.2534], [2.8826, -0.3521, -4.5970], [1.5975, -0.0436, -3.4818], [1.4333, -1.4207, -1.6267], [0.9917, -2.9186, -2.4872], [4.1164, -3.0018, -1.6919], [1.8620, -2.9973, 1.4312], [4.0817, -3.3458, 1.3703], [3.3718, -0.5291, 0.1305], [-2.2877, -1.8746, -0.5095], [-0.9184, -0.8728, 0.0734], [0.2542, -1.8029, 0.2359], [-1.5553, -0.5643, 1.7121], [-2.0619, -2.2069, -1.5207], [-2.4146, -2.7361, 0.1452], [-3.1907, -1.2661, -0.5209], [-1.7285, -1.5132, 2.2198], [-2.4760, 0.0114, 1.6356], [-0.8177, 0.0224, 2.2539], [-4.9054, 2.6552, 1.7995], [-3.4632, 3.5974, 2.3137], [-2.3304, 2.6349, 2.4233], [-4.0347, 3.9175, 3.9850], [-4.7363, 2.3171, 0.7793], [-5.0369, 1.7982, 2.4606], [-5.7852, 3.2969, 1.8279], [-4.2232, 2.9725, 4.4937], [-4.9410, 4.5210, 3.9464], [-3.2522, 4.4661, 4.5035]], "atomic_forces_ev_per_a": [[0.323, -0.532, 0.274], [-0.660, -0.097, -0.106], [0.543, 0.570, 0.072], [-0.121, 0.005, -0.029], [0.360, 0.535, -1.117], [-0.320, -1.395, 0.191], [0.350, 2.336, 1.525], [-0.024, -1.128, -0.894], [0.214, 0.231, 0.162], [-0.384, 0.070, 0.051], [-0.167, 0.320, -0.216], [0.215, -0.145, 0.287], [0.374, 0.015, -0.118], [0.017, -0.352, -0.402], [-0.373, -0.039, 0.137], [0.039, 0.107, 0.428], [-0.266, -0.305, 0.211], [0.026, 0.385, 0.082], [0.030, -0.488, -0.404], [-0.205, -0.474, -0.378], [-0.008, 0.564, 0.302], [0.033, -0.088, 0.012], [-0.205, 0.171, 0.078], [0.075, -0.332, -0.102], [0.039, -0.039, 0.117], [0.015, 0.029, -0.014], [0.026, 0.013, 0.030], [0.003, 0.031, -0.008], [0.024, -0.044, -0.073], [0.049, 0.103, -0.010], [-0.004, 0.075, -0.041], [-0.036, -0.061, 0.011], [-0.015, 0.110, 0.026], [-0.050, -0.213, -0.059], [-0.032, -0.006, 0.056], [0.028, 0.034, -0.020], [0.030, 0.016, 0.028], [-0.003, 0.013, -0.015], [0.019, -0.025, -0.031], [0.005, 0.020, -0.010], [0.034, 0.013, -0.030]], "gap_ev": 7.92, "lumo_ev": -3.156, "charge": 1, "total_energy_ev": -58118.1898}

---

No. 4
{"formula": "C4H11ClNO4", "method": "the ωB97M-V functional and the def2-TZVPD basis", "species": ["C", "N", "C", "C", "O", "O", "C", "O", "O", "Cl", "H", "H", "H", "H", "H", "H", "H", "H", "H", "H", "H"], "positions_angstrom": [[-1.6409, 1.2057, -0.7319], [-0.7144, 0.0447, -0.4127], [-1.4852, -1.1213, 0.0003], [0.3313, 0.5815, 0.5464], [0.6809, 1.8199, 0.1355], [0.0905, 0.3885, 1.8792], [1.7193, -0.5988, 0.0197], [1.2482, -1.2284, -1.1161], [2.0134, -1.4403, 0.9901], [3.2699, 0.4000, -0.3890], [-2.2400, 1.6079, 0.1068], [-1.1349, 2.0438, -1.1240], [-2.3355, 0.9633, -1.4926], [-0.1305, -0.2782, -1.2508], [-1.8358, -1.6693, -0.8994], [-0.7083, -1.5129, 0.5877], [-2.3447, -1.0639, 0.6374], [1.6614, 1.8708, -0.2441], [-0.1746, 1.2011, 2.2912], [1.4424, -2.1731, -1.2912], [2.2876, -1.0411, 1.7575]], "atomic_forces_ev_per_a": [[-0.584, 0.317, 0.152], [-2.227, 3.595, -0.860], [0.267, -1.097, -0.584], [4.011, -2.096, -1.705], [1.836, 0.333, -0.237], [0.036, -0.873, -1.636], [-1.033, 1.489, 0.265], [0.333, 0.109, 0.077], [-1.194, -2.760, -2.662], [-1.172, -0.112, 0.038], [0.634, -0.884, 0.117], [1.017, 0.634, -0.304], [-0.704, -0.967, -0.686], [-0.983, 0.626, 1.006], [0.779, 0.081, 0.617], [0.373, -2.501, 0.692], [-0.355, 1.300, 0.357], [-2.336, -0.527, 1.194], [-0.202, 0.998, 0.428], [0.448, 0.601, 0.696], [1.058, 1.734, 3.035]], "smiles": "C[NH+](C)C(O)(O)C(O)(O)Cl", "gap_ev": 11.47, "lumo_ev": -2.932, "charge": 1, "total_energy_ev": -26520.4497, "e_above_lowest_kj_mol": 104.1}

---

No. 5
{"formula": "C6H12O2", "method": "the ωB97M-V functional and the def2-TZVPD basis", "species": ["C", "C", "C", "C", "C", "C", "O", "O", "H", "H", "H", "H", "H", "H", "H", "H", "H", "H", "H", "H"], "positions_angstrom": [[0.4765, 0.2868, -0.0339], [-1.6529, -0.4825, 0.5915], [0.1223, 1.6985, -0.4133], [1.1840, 0.0802, 1.2770], [-0.0053, -0.7723, -0.7373], [-0.3075, -1.7457, -1.5422], [2.0714, -0.1510, -1.2874], [-1.8937, 0.4295, 1.6034], [1.9589, 0.3398, -2.1121], [-1.4025, 0.1758, 2.3928], [-2.3737, -0.3092, -0.2008], [-1.6138, -1.5174, 0.9320], [2.2049, 0.4349, 1.1458], [-0.3034, 1.7502, -1.4137], [-0.5848, 2.1173, 0.3062], [1.0317, 2.2974, -0.3835], [1.2225, -0.9702, 1.5594], [0.7128, 0.6710, 2.0663], [0.3985, -2.0504, -2.3011], [-1.2458, -2.2827, -1.4491]], "atomic_forces_ev_per_a": [[1.988, 0.216, -1.111], [0.303, -0.762, -0.864], [-0.006, -0.082, -0.006], [-0.001, -0.054, -0.130], [-2.615, 0.110, 1.565], [0.157, -0.019, 0.035], [-0.014, 0.578, 0.477], [0.409, 0.079, -0.058], [0.040, 0.055, 0.102], [-0.052, -0.009, -0.045], [0.007, -0.060, -0.004], [-0.111, 0.034, 0.006], [-0.034, 0.014, -0.020], [0.008, -0.042, 0.038], [-0.029, -0.088, 0.011], [0.004, -0.064, 0.017], [-0.032, 0.020, -0.030], [-0.019, -0.002, -0.037], [0.050, -0.011, 0.037], [-0.052, 0.087, 0.016]], "gap_ev": [7.88, 7.88], "lumo_ev": [0.559, 0.559], "charge": 0, "total_energy_ev": -10505.8099, "e_above_lowest_kj_mol": 626.9}

---

No. 6
{"formula": "C2H5N3O2", "method": "the ωB97M-V functional and the def2-TZVPD basis", "species": ["C", "C", "N", "N", "N", "O", "O", "H", "H", "H", "H", "H"], "positions_angstrom": [[-0.8728, -0.2886, 1.4923], [0.4973, 0.3590, -0.4467], [1.0322, 0.7767, -2.9423], [-0.6066, 0.0997, 0.0942], [-0.0896, -0.6750, 2.4130], [1.4814, 0.5998, -0.9372], [-0.0900, 0.4400, -2.7961], [-1.9228, -0.5082, 1.6535], [1.5094, 0.8981, -3.8896], [-1.4503, -0.0431, -0.5528], [-0.4171, -1.0844, 3.2504], [0.9289, -0.5739, 2.6614]], "atomic_forces_ev_per_a": [[-0.036, -0.935, -2.050], [1.824, 0.542, -1.725], [0.481, 0.161, -0.354], [-4.120, -1.415, 2.848], [2.604, 1.079, 0.113], [1.614, 0.141, 2.066], [0.460, 0.185, -1.139], [-0.191, 0.312, -0.133], [-1.508, -0.302, -0.155], [1.215, 0.457, 1.063], [-1.808, -0.539, 1.181], [-0.536, 0.314, -1.715]], "gap_ev": [7.39, 7.39], "lumo_ev": [-10.667, -10.667], "charge": 2, "total_energy_ev": -10695.8023, "e_above_lowest_kj_mol": 111.5}

---

No. 7
{"formula": "C35H31N6O4PSSc", "method": "the ωB97M-V functional and the def2-TZVPD basis", "species": ["Sc", "C", "C", "N", "C", "S", "N", "N", "C", "C", "C", "C", "C", "C", "C", "N", "H", "H", "H", "H", "H", "H", "H", "H", "H", "H", "H", "H", "H", "O", "C", "O", "C", "C", "C", "N", "C", "C", "C", "O", "O", "H", "H", "H", "N", "P", "C", "C", "C", "C", "C", "C", "C", "C", "C", "C", "C", "C", "C", "C", "C", "C", "C", "C", "H", "H", "H", "H", "H", "H", "H", "H", "H", "H", "H", "H", "H", "H", "H"], "positions_angstrom": [[-0.3244, 1.7561, -0.3705], [5.0851, 2.7618, -3.5823], [4.2264, 1.5179, -3.7615], [2.8032, 1.8041, -3.7574], [2.0585, 1.9224, -2.6249], [0.3578, 2.1051, -2.8780], [2.7474, 1.9401, -1.4987], [1.9698, 2.0280, -0.3813], [2.5844, 2.2122, 0.7344], [4.0598, 2.4239, 0.8477], [1.7562, 2.1392, 1.9654], [2.2950, 2.3066, 3.2398], [1.4711, 2.1509, 4.3430], [0.1372, 1.8334, 4.1593], [-0.3251, 1.6824, 2.8608], [0.4618, 1.8242, 1.8043], [6.1456, 2.5056, -3.6333], [4.8844, 3.2228, -2.6169], [4.8717, 3.4933, -4.3623], [4.4441, 0.7929, -2.9734], [4.4534, 1.0436, -4.7190], [2.2761, 1.6818, -4.6020], [4.4667, 2.6618, -0.1310], [4.5603, 1.5233, 1.2136], [4.2828, 3.2356, 1.5397], [3.3389, 2.5505, 3.3639], [1.8746, 2.2764, 5.3396], [-0.5389, 1.7027, 4.9917], [-1.3596, 1.4320, 2.6529], [-7.0830, 4.1082, 0.1931], [-6.8051, 2.9094, 0.0151], [-7.5482, 1.9158, -0.1094], [-5.2888, 2.5999, -0.1240], [-4.8554, 1.3056, -0.3864], [-3.5020, 1.0422, -0.4716], [-2.5811, 1.9965, -0.3032], [-2.9874, 3.2570, -0.0661], [-4.3235, 3.5936, 0.0274], [-1.8544, 4.2527, 0.1368], [-2.0729, 5.4133, 0.4138], [-0.6850, 3.6978, 0.0111], [-5.5998, 0.5301, -0.5073], [-3.1119, 0.0504, -0.6654], [-4.6300, 4.6100, 0.2300], [-0.3725, -0.2464, -0.2405], [-0.3780, -1.7650, -0.0322], [0.4402, -2.6747, -1.3823], [0.7715, -1.9427, -2.5168], [1.4167, -2.5638, -3.5786], [1.7356, -3.9111, -3.5093], [1.4094, -4.6455, -2.3754], [0.7645, -4.0276, -1.3163], [0.5037, -2.3039, 1.4778], [0.1823, -3.4416, 2.2115], [0.9023, -3.7704, 3.3527], [1.9513, -2.9637, 3.7662], [2.2827, -1.8296, 3.0358], [1.5631, -1.5031, 1.8978], [-2.0257, -2.5190, 0.1258], [-2.6022, -3.2746, -0.8897], [-3.9269, -3.6841, -0.7943], [-4.6815, -3.3428, 0.3161], [-4.1119, -2.5934, 1.3385], [-2.7926, -2.1865, 1.2429], [0.5248, -0.8867, -2.5501], [1.6714, -1.9871, -4.4592], [2.2424, -4.3921, -4.3367], [1.6612, -5.6970, -2.3170], [0.5189, -4.6022, -0.4300], [-0.6539, -4.0605, 1.9061], [0.6360, -4.6517, 3.9227], [2.5089, -3.2163, 4.6595], [3.1002, -1.1949, 3.3567], [1.8012, -0.6191, 1.3201], [-2.0243, -3.5281, -1.7697], [-4.3704, -4.2585, -1.5977], [-5.7192, -3.6432, 0.3808], [-4.7047, -2.3076, 2.1977], [-2.3599, -1.5784, 2.0299]], "atomic_forces_ev_per_a": [[0.076, -0.642, -0.375], [0.042, 0.012, -0.004], [-0.012, -0.032, -0.018], [0.003, -0.164, 0.192], [0.154, 0.183, -0.167], [-0.039, -0.144, 0.150], [-0.168, 0.052, 0.039], [0.294, -0.075, -0.047], [-0.148, -0.049, 0.168], [0.065, 0.031, -0.077], [0.059, -0.096, -0.016], [-0.096, -0.030, -0.126], [0.017, 0.008, -0.005], [-0.058, -0.024, -0.035], [0.057, 0.001, 0.041], [0.151, 0.149, -0.089], [-0.004, -0.011, 0.013], [-0.027, 0.001, 0.012], [-0.008, 0.004, -0.011], [-0.002, 0.041, -0.015], [-0.005, 0.008, 0.020], [-0.032, 0.053, -0.039], [-0.019, -0.011, 0.038], [-0.019, -0.027, 0.020], [0.002, 0.029, 0.013], [0.017, 0.001, 0.006], [-0.012, 0.002, 0.008], [0.011, 0.005, 0.013], [-0.006, 0.012, 0.013], [0.120, -0.078, 0.109], [-0.181, 0.093, -0.322], [0.099, -0.033, 0.114], [0.049, 0.028, 0.104], [-0.013, -0.008, 0.011], [-0.067, -0.014, 0.015], [0.086, 0.045, -0.077], [-0.129, -0.002, 0.062], [-0.034, -0.024, 0.013], [0.046, -0.032, 0.088], [-0.061, -0.040, -0.054], [-0.123, 0.618, 0.176], [0.011, -0.006, 0.000], [-0.012, -0.022, 0.000], [0.023, 0.008, -0.002], [-0.148, 0.049, 0.082], [0.036, 0.274, -0.014], [0.014, -0.063, 0.041], [0.016, 0.010, -0.018], [0.003, 0.045, -0.016], [0.011, -0.022, -0.013], [0.001, -0.008, -0.013], [-0.015, -0.013, 0.048], [0.020, -0.092, -0.053], [-0.079, 0.007, -0.003], [-0.023, -0.015, -0.017], [0.033, 0.008, 0.026], [0.030, 0.020, 0.006], [-0.015, -0.014, 0.006], [0.017, -0.098, 0.003], [-0.005, 0.023, -0.006], [0.021, -0.007, -0.016], [-0.028, 0.004, 0.007], [-0.015, 0.003, 0.010], [-0.014, 0.052, -0.004], [-0.011, 0.007, 0.009], [0.003, -0.010, -0.006], [0.000, -0.004, -0.006], [0.003, -0.005, -0.002], [-0.006, 0.005, 0.007], [0.015, -0.012, -0.001], [0.004, -0.002, 0.003], [0.003, 0.001, 0.004], [-0.002, -0.006, 0.005], [0.005, 0.057, -0.025], [0.009, -0.001, 0.002], [-0.006, 0.001, 0.003], [-0.004, -0.005, 0.003], [-0.005, -0.006, -0.001], [0.023, 0.001, -0.010]], "gap_ev": 6.66, "lumo_ev": 1.541, "charge": -1, "total_energy_ev": -94761.6989, "e_above_lowest_kj_mol": 49.0}

---

No. 8
{"formula": "C10Br4CoN2O2S2", "method": "the ωB97M-V functional and the def2-TZVPD basis", "species": ["Co", "S", "C", "S", "C", "C", "N", "C", "N", "Br", "C", "C", "Br", "C", "Br", "C", "O", "C", "O", "C", "Br"], "positions_angstrom": [[-0.4325, -0.4529, -0.5846], [-2.1521, -1.4364, -1.3884], [-1.4539, -0.7492, -2.8778], [-0.1606, 0.3143, -2.7356], [-2.1040, -1.0827, -4.0799], [-1.3516, -1.0985, -5.3016], [-0.6249, -1.0988, -6.1887], [-3.3909, -1.6629, -4.0465], [-4.4713, -2.0523, -4.1050], [1.3609, 1.7627, 5.6759], [1.2604, 1.1487, 3.8848], [2.4005, 1.3375, 3.0433], [3.9004, 2.2647, 3.7388], [2.5035, 0.7928, 1.7866], [4.0515, 0.9669, 0.6825], [1.3550, 0.2195, 1.2504], [1.3922, -0.3018, 0.0528], [0.0939, 0.2882, 1.9903], [-0.9488, 0.0688, 1.2489], [0.0925, 0.6259, 3.3859], [-1.3205, 0.1454, 4.5678]], "atomic_forces_ev_per_a": [[0.452, 0.284, -0.047], [-0.761, -0.241, -0.992], [-2.175, -0.830, -0.800], [0.760, 0.316, -0.166], [1.217, -0.202, 0.335], [-0.616, 0.520, 1.134], [0.334, -0.069, -0.834], [0.077, 0.016, -0.407], [-0.423, -0.272, 0.065], [-0.153, -0.238, -0.212], [-0.213, 0.437, 0.141], [1.090, 0.033, 0.265], [-0.121, -0.058, -0.081], [0.769, 0.899, 0.648], [-0.700, -0.210, 0.436], [0.419, -1.128, -2.457], [0.307, 0.872, 2.518], [-2.036, -0.334, -1.645], [1.153, 0.346, 2.753], [0.475, -0.403, 0.227], [0.146, 0.262, -0.880]], "gap_ev": [6.30, 4.58], "lumo_ev": [1.480, -0.479], "charge": -1, "total_energy_ev": -356913.8806, "multiplicity": 5, "s_squared": 6.03}